ORCA calculation (ωB97M-V/def2-TZVPD) on C5H8O2 in the gas phase at a distorted geometry.

Calculated values
E_LUMO	0.146	eV
maximum force	2.17	eV/Å
multiplicity	1
ΔE to the lowest compared entry with this formula, charge and spin	5.077	eV
HOMO	-8.832	eV
orbital gap	0.3299	Ha

Cartesian coordinates (Å):
O: -1.328 1.048 -0.988
O: 2.030 0.308 1.249
C: 0.880 -1.577 0.189
C: -0.319 0.328 0.815
C: 1.012 -0.270 0.935
C: -0.051 -1.031 -0.857
C: -0.449 1.714 0.371
H: -1.776 1.472 -1.756
H: 1.842 -1.945 -0.158
H: 0.369 -2.317 0.807
H: -1.222 -0.100 1.231
H: -0.874 -1.683 -1.200
H: -1.061 2.432 0.943
H: 0.536 2.166 0.145
H: 0.410 -0.544 -1.727



ORCA calculation (ωB97M-V/def2-TZVPD) on a 2-piece molecular cluster, C3H8OS overall at a distorted geometry.

Calculated values
E_LUMO	0.895	eV
maximum force	5.79	eV/Å
multiplicity	1
structure (SMILES)	C=CO.CS
ΔE to the lowest compared entry with this formula, charge and spin	1.959	eV
HOMO	-8.846	eV
orbital gap	0.3580	Ha

Cartesian coordinates (Å):
S: -1.434 -0.721 -2.153
O: 0.083 -0.096 3.560
C: 0.048 0.822 1.450
C: 0.174 -0.747 -2.810
C: 0.464 0.925 2.735
H: 0.307 1.601 0.828
H: -0.708 0.269 0.879
H: 0.665 -0.197 4.334
H: 0.537 -1.770 -3.199
H: 0.964 1.754 3.050
H: -2.333 -1.314 -2.921
H: 0.304 -0.034 -3.634
H: 0.928 -0.492 -2.119



ORCA calculation (ωB97M-V/def2-TZVPD) on a 3-piece molecular cluster, C27H32F3I2NO7S overall at a distorted geometry.

Calculated values
E_LUMO	-1.878	eV
maximum force	10.08	eV/Å
multiplicity	1
HOMO	-7.709	eV
orbital gap	0.2143	Ha

Cartesian coordinates (Å):
I: -0.832 -5.034 -0.203
I: -1.795 -4.603 2.538
S: 1.414 -0.345 -1.809
F: -3.142 -1.435 -3.196
F: -1.397 -0.009 -3.893
F: -1.765 -2.268 -4.903
O: 2.972 -0.201 -1.591
O: -3.897 5.838 3.228
O: -2.249 1.128 2.507
O: 0.668 -0.213 -0.243
O: -3.976 7.673 -1.762
O: -0.406 5.754 4.370
O: 1.025 1.012 -2.518
N: 4.171 -5.537 1.265
C: -0.809 -1.673 2.666
C: -0.697 -2.141 -2.495
C: -0.478 2.680 2.579
C: -2.177 4.202 4.298
C: -3.957 7.251 -0.613
C: -0.779 -0.346 -0.472
C: 1.759 -3.244 -2.432
C: 0.910 -1.878 -2.746
C: -2.641 3.039 3.828
C: 2.613 -3.326 -1.063
C: 5.194 -3.637 -0.121
C: 2.524 -0.742 -4.729
C: -0.636 -2.893 0.188
C: -1.572 -2.613 1.549
C: -4.995 7.638 0.363
C: 5.213 -5.254 0.203
C: -0.830 4.689 3.942
C: -2.877 5.873 1.104
C: 1.297 -1.554 -4.344
C: -4.977 7.176 1.616
C: -0.015 3.842 3.049
C: -1.693 -1.436 -3.640
C: 4.223 -3.389 -1.423
C: -1.208 -1.888 -0.961
C: -3.916 6.260 2.080
C: -1.825 2.192 2.935
C: -2.896 6.336 -0.150
H: 4.182 -6.566 1.508
H: 2.461 -2.500 -0.263
H: -1.406 -0.033 0.495
H: -2.664 -2.287 1.295
H: 2.538 0.045 -5.594
H: 0.724 -1.997 -5.262
H: -2.763 4.834 4.954
H: -2.107 5.200 1.460
H: 6.313 -5.595 0.510
H: -1.200 0.359 -1.334
H: 4.919 -2.961 0.794
H: 0.313 -1.432 2.353
H: -0.738 -2.171 3.738
H: 6.295 -3.366 -0.476
H: 3.493 -0.977 -4.073
H: 1.080 -4.228 -2.461
H: 2.547 -3.442 -3.311
H: -5.732 7.449 2.344
H: 4.957 -5.908 -0.763
H: -0.864 -3.305 -2.708
H: 4.364 -4.326 -2.148
H: -2.394 -1.906 -0.830
H: -2.141 6.062 -0.878
H: -3.627 2.668 4.078
H: 4.508 -5.004 2.115
H: -5.766 8.311 0.007
H: 4.600 -2.456 -2.020
H: -1.345 -0.608 2.719
H: 0.456 -2.685 0.555
H: 0.971 4.214 2.798
H: 2.371 -4.363 -0.523
H: 0.108 2.048 1.923



ORCA calculation (ωB97M-V/def2-TZVPD) on C16H43N8NiO3P2Sb as an isolated structure at a distorted geometry.

Calculated values
total charge	+2
E_LUMO (spin up / spin down)	-7.296 / -7.332	eV
maximum force	2.74	eV/Å
multiplicity	1
ΔE to the lowest compared entry with this formula, charge and spin	1.651	eV
HOMO (spin up / spin down)	-14.342 / -14.342	eV
orbital gap (spin up / spin down)	0.2589 / 0.2576	Ha

Cartesian coordinates (Å):
Sb: -0.296 1.038 -2.615
Ni: 0.222 0.346 -0.283
P: 1.109 -2.320 -1.183
P: -1.740 -1.963 -0.522
O: -0.441 -2.750 -1.099
O: -1.442 -0.709 0.198
O: 1.486 -1.180 -0.326
N: 0.042 3.030 2.631
N: -2.444 -3.093 0.453
N: 1.264 -1.910 -2.816
N: 0.480 1.787 2.733
N: 0.524 1.296 1.567
N: 0.113 2.193 0.653
N: -2.546 -1.630 -1.957
N: 1.872 -3.711 -0.717
C: 1.405 -5.058 -0.973
C: -2.860 -2.737 -2.848
C: 2.167 3.577 4.794
C: -2.462 -4.511 0.161
C: -3.096 -2.706 1.688
C: 1.264 4.584 4.094
C: -0.181 3.285 1.331
C: -1.838 2.541 -2.463
C: 2.468 -1.153 -3.135
C: 3.277 -3.600 -0.377
C: -0.870 0.249 -4.541
C: 1.284 2.403 -3.172
C: -0.089 3.937 3.735
C: -3.659 -0.700 -1.810
C: 1.052 -2.994 -3.765
C: 1.930 5.204 2.868
H: -0.470 3.387 4.597
H: -3.733 -3.306 -2.520
H: -1.536 3.295 -1.743
H: 1.711 3.248 5.724
H: -4.159 -2.964 1.659
H: 2.303 4.450 2.178
H: 1.032 5.386 4.797
H: -1.851 -0.207 -4.470
H: -0.155 -0.471 -4.917
H: 3.123 4.034 5.033
H: -0.528 4.219 0.943
H: -2.638 -3.224 2.532
H: 3.334 -1.806 -3.287
H: 2.779 5.804 3.180
H: -3.383 0.065 -1.087
H: 3.482 -4.187 0.518
H: -2.782 2.106 -2.151
H: 1.047 2.820 -4.144
H: 2.249 1.910 -3.212
H: 1.321 3.198 -2.432
H: 1.244 5.862 2.338
H: -1.952 3.001 -3.440
H: 1.602 -5.667 -0.087
H: 2.303 -0.584 -4.054
H: -4.575 -1.192 -1.473
H: 0.836 -2.575 -4.749
H: 1.923 -5.515 -1.822
H: -0.811 4.708 3.460
H: -1.999 -4.703 -0.804
H: -1.919 -5.059 0.935
H: 0.210 -3.603 -3.450
H: -2.990 -1.634 1.828
H: -3.858 -0.238 -2.778
H: 2.694 -0.467 -2.317
H: -3.070 -2.333 -3.838
H: -2.003 -3.400 -2.920
H: 3.511 -2.558 -0.171
H: 1.936 -3.633 -3.859
H: 3.916 -3.970 -1.183
H: -0.904 1.101 -5.209
H: 0.335 -5.056 -1.163
H: 2.351 2.703 4.176
H: -3.489 -4.881 0.136



ORCA calculation (ωB97M-V/def2-TZVPD) on C40H61GeHfN5P3S4Sb as an isolated structure at a distorted geometry.

Calculated values
total charge	+1
E_LUMO (spin up / spin down)	-5.315 / -5.625	eV
maximum force	5.61	eV/Å
multiplicity	2
ΔE to the lowest compared entry with this formula, charge and spin	0.989	eV
HOMO (spin up / spin down)	-10.227 / -10.166	eV
orbital gap (spin up / spin down)	0.1805 / 0.1669	Ha
⟨S²⟩	0.769

Cartesian coordinates (Å):
Hf: -13.782 -3.257 13.395
Sb: -13.852 -1.414 10.470
Ge: -14.159 -3.362 16.328
S: -15.928 -1.043 9.393
S: -12.310 -1.397 8.361
S: -13.700 -3.783 10.933
S: -14.076 -0.837 13.007
P: -16.516 -2.761 13.711
P: -12.820 -6.002 14.100
P: -11.819 -0.403 16.296
N: -15.701 -2.240 16.430
N: -10.774 -2.706 14.640
N: -12.671 -2.942 17.576
N: -15.086 -3.844 18.593
N: -14.365 -5.265 16.505
C: -11.623 -5.234 20.395
C: -13.983 -4.931 20.487
C: -13.555 -7.513 13.208
C: -10.534 -7.483 15.204
C: -18.655 -0.810 13.303
C: -15.977 -4.918 18.243
C: -10.045 0.281 16.332
C: -15.477 -5.729 17.186
C: -12.820 -5.443 21.051
C: -13.436 -7.340 11.632
C: -18.847 -3.921 14.811
C: -11.747 -1.755 17.549
C: -8.974 -0.822 16.085
C: -12.447 1.118 17.274
C: -17.479 -5.360 13.186
C: -16.043 -1.775 17.752
C: -16.733 -0.929 20.317
C: -18.031 -2.468 11.396
C: -16.024 -2.113 20.109
C: -17.552 -1.642 12.630
C: -18.006 -6.311 18.420
C: -15.735 -2.590 18.872
C: -16.508 -1.707 15.322
C: -10.179 -5.973 13.089
C: -11.532 -4.400 19.293
C: -13.550 -6.286 15.894
C: -10.963 -6.294 14.345
C: -12.917 -8.855 13.651
C: -17.038 -0.152 19.212
C: -13.901 -4.216 19.302
C: -16.676 -0.563 17.940
C: -16.285 -6.820 16.809
C: -9.922 1.401 15.245
C: -13.104 0.876 18.639
C: -17.464 -4.222 14.232
C: -12.669 -3.757 18.749
C: -13.496 1.849 16.372
C: -11.840 -3.135 14.307
C: -17.233 -5.203 18.816
C: -17.567 -7.101 17.343
H: -18.897 -6.590 18.925
H: -19.394 -3.241 14.143
H: -12.393 0.749 19.490
H: -12.514 -6.268 16.311
H: -9.448 -7.439 15.374
H: -15.913 -7.527 16.039
H: -10.742 -8.432 14.761
H: -18.199 -7.917 16.943
H: -16.496 -5.463 12.838
H: -17.516 -2.132 10.475
H: -17.780 -6.264 13.749
H: -14.989 -5.190 20.923
H: -16.807 -0.963 12.188
H: -14.656 -7.488 13.384
H: -10.720 -2.216 17.333
H: -17.854 -3.505 11.446
H: -13.733 1.696 19.008
H: -17.585 -1.643 15.513
H: -15.645 -2.719 20.941
H: -19.424 -4.851 14.766
H: -13.691 -0.051 18.628
H: -18.891 -0.051 12.552
H: -18.239 -0.263 14.130
H: -8.118 -0.300 15.702
H: -11.922 -8.891 13.202
H: -17.560 -4.543 19.600
H: -17.731 0.710 19.264
H: -10.699 -5.696 20.849
H: -9.788 0.916 14.271
H: -12.442 -7.036 11.374
H: -9.643 -6.891 12.792
H: -19.544 -1.380 13.575
H: -13.913 -7.289 16.132
H: -10.538 -4.212 18.879
H: -18.889 -3.573 15.812
H: -12.823 -5.936 21.995
H: -14.339 1.225 16.080
H: -13.036 2.177 15.440
H: -17.021 -0.662 21.322
H: -10.698 -5.610 12.175
H: -11.557 -1.396 18.567
H: -16.915 0.048 17.093
H: -11.059 -7.466 16.159
H: -8.982 1.949 15.442
H: -10.598 2.274 15.261
H: -9.354 -5.237 13.247
H: -10.791 -5.557 15.063
H: -12.729 -8.936 14.797
H: -13.513 -9.778 13.438
H: -16.877 -4.625 15.083
H: -16.060 -0.765 14.922
H: -8.699 -1.306 17.070
H: -9.912 0.647 17.354
H: -11.525 1.751 17.377
H: -13.951 2.775 16.845
H: -11.436 -1.284 9.437
H: -13.545 -8.390 11.225
H: -18.220 -5.128 12.392
H: -19.137 -2.370 11.167
H: -14.203 -6.617 11.187
H: -9.439 -1.533 15.425